Molecular formula: C11H17Cl2NO2PTi
Method: DFT, ωB97M-V/def2-TZVPD

Last column: natural (NBO) charge in e.
CARTESIAN COORDINATES (ANGSTROEM)
C (-1.96744, 2.52255, 1.40996)  -0.750
C (-1.97084, 1.26624, 0.61689)  0.597
H (-1.00185, 2.71950, 1.90032)  0.268
H (-2.73514, 2.48883, 2.19341)  0.317
H (-2.23922, 3.32239, 0.70838)  0.305
O (-0.92430, 0.55984, 0.47280)  -0.701
Cl (-3.48922, 0.89395, -0.07726)  0.210
Ti (0.64419, -0.74317, -0.25042)  1.382
P (0.66210, 1.01652, -2.11206)  0.976
C (2.24869, 1.83103, -2.46254)  -0.938
C (0.00954, 0.42151, -3.71393)  -0.920
H (-1.43095, 2.22454, -1.75401)  0.249
H (-0.26887, 3.14400, -2.77980)  0.302
H (-0.05054, 3.04957, -1.00557)  0.259
C (-0.37855, 2.49859, -1.89392)  -0.926
H (-0.99735, 0.00760, -3.56301)  0.272
H (-0.05379, 1.25807, -4.42627)  0.298
H (2.09635, 2.60797, -3.22955)  0.304
H (2.98863, 1.09802, -2.80542)  0.271
H (0.65164, -0.37177, -4.11778)  0.278
H (2.61493, 2.27897, -1.52742)  0.262
C (2.56967, -0.45234, -0.16779)  0.449
O (3.73460, -0.25510, -0.09038)  -0.150
Cl (0.19497, -2.34817, -1.73410)  -0.020
C (-0.15975, -3.39036, 3.81899)  -0.044
C (0.82723, -3.71936, 2.89425)  -0.198
C (0.92358, -3.03507, 1.68516)  0.050
N (0.10665, -1.97386, 1.45158)  -0.581
C (-0.95533, -1.73417, 2.26128)  0.071
C (-1.06744, -2.39403, 3.47813)  -0.193
H (-0.21410, -3.88708, 4.78701)  0.285
H (1.55704, -4.48846, 3.09837)  0.282
H (1.62999, -3.30660, 0.88949)  0.239
H (-1.69074, -1.00848, 1.90443)  0.222
H (-1.86438, -2.10171, 4.14078)  0.275

Atoms 1-6, force components in eV/Å:
C 0.541 -0.116 0.319
C 0.645 -0.158 0.168
H -0.278 -0.106 -0.404
H -0.102 -0.014 -0.283
H -0.026 0.062 0.245
O -0.358 -0.125 -0.785

Computed properties:
DFT total energy = -2744.71557 hartree
M = 345.009 u
Strongest force on any atom = 0.248 Eh/bohr
HOMO level = -19.96 eV
HOMO-LUMO gap = 5.48 eV
Net charge = +3

***

Molecular formula: C11H17ClIMnNO2PS
Method: DFT, ωB97M-V/def2-TZVPD

Last column: Mulliken spin population.
CARTESIAN COORDINATES (ANGSTROEM)
C (-3.53764, -3.31582, -2.36702)  0.000
C (-2.65734, -2.14367, -2.37392)  0.030
H (-4.10885, -3.36720, -3.30924)  0.000
H (-4.21383, -3.30872, -1.48971)  0.000
H (-2.87870, -4.19400, -2.26720)  0.002
O (-2.77321, -0.98720, -2.62881)  0.020
I (-0.31104, -2.95859, -2.05516)  0.088
Mn (-0.04175, -1.11274, -0.57035)  4.008
P (-1.58270, 0.87088, 0.46820)  -0.229
C (-1.54546, 2.53993, -0.24231)  -0.024
C (-3.27049, 0.27230, 0.14019)  0.001
H (-2.00849, 0.42280, 2.82348)  0.001
H (-2.55377, 2.06843, 2.34201)  -0.007
H (-0.81225, 1.73671, 2.60760)  0.000
C (-1.75549, 1.31552, 2.24034)  -0.014
H (-3.37780, -0.70601, 0.62306)  0.001
H (-4.00642, 0.96858, 0.55103)  -0.006
H (-2.39189, 3.13054, 0.12173)  -0.007
H (-1.56840, 2.48762, -1.33397)  0.000
H (-3.42742, 0.14989, -0.93490)  0.003
H (-0.61190, 3.02127, 0.06926)  0.001
C (0.47555, 0.50991, -1.37313)  -0.049
O (1.01633, 1.32765, -2.00019)  0.070
Cl (-0.67222, -1.90873, 1.44636)  0.024
S (2.17697, -1.63962, -0.67743)  0.063
C (3.13543, -0.51136, 0.21195)  0.017
N (3.88110, 0.39379, -0.51036)  0.009
C (4.86304, 1.16062, 0.06863)  0.002
C (5.03547, 1.11608, 1.43674)  0.002
C (4.23872, 0.25649, 2.20912)  0.002
C (3.28282, -0.54501, 1.59476)  -0.005
H (3.74199, 0.45110, -1.51974)  -0.001
H (5.44953, 1.77235, -0.62048)  0.000
H (5.78888, 1.75405, 1.89667)  0.000
H (4.38956, 0.19850, 3.28155)  0.000
H (2.63168, -1.22633, 2.14124)  0.000

Atoms 1-6, force components in eV/Å:
C 0.362 -1.459 0.481
C -0.436 3.556 -1.568
H 0.167 0.278 0.335
H 0.246 0.278 -0.420
H -0.703 0.197 -0.139
O 0.823 -3.614 0.958

Computed properties:
DFT total energy = -3282.44668 hartree
M = 475.598 u
Strongest force on any atom = 0.126 Eh/bohr
HOMO level (alpha / beta) = -14.93 / -15.44 eV
HOMO-LUMO gap (alpha / beta) = 6.21 / 7.28 eV
2S+1 = 5
Energy relative to the best compared isomer or geometry (same formula, charge and spin) = 0.0000 eV
Net charge = +2

***

Molecular formula: C11H17F5N2O4P
Method: DFT, ωB97M-V/def2-TZVPD

Last column: natural (NBO) charge in e.
CARTESIAN COORDINATES (ANGSTROEM)
C (-1.94688, 3.43212, 2.23998)  -0.484
C (-1.17167, 3.39948, 0.96907)  -0.176
C (-1.75527, 2.53185, -0.29331)  -0.497
C (-0.81379, 1.28055, -0.77648)  0.023
C (-1.65262, 0.53954, -2.02062)  -0.079
O (-1.28531, -0.88374, -2.13695)  -0.280
O (-1.67822, -1.39278, -3.28141)  -0.456
C (0.57521, 1.84896, -1.48299)  0.717
O (1.26669, 2.91645, -1.07856)  -0.730
O (1.12029, 1.08388, -2.63974)  -0.811
N (-0.58609, 0.20383, 0.25729)  -0.746
C (0.61842, 0.45441, 1.13078)  -0.230
C (1.97799, -0.35743, 0.69691)  -0.448
C (2.08428, -1.88940, 1.27299)  -0.478
C (1.85267, -3.02344, 0.10360)  0.643
F (1.70265, -4.33742, 0.83383)  -0.360
F (0.56541, -2.67629, -0.59004)  -0.319
C (3.12008, -3.22135, -0.91888)  0.935
F (4.37629, -3.65408, -0.24411)  -0.332
F (2.72634, -4.31451, -1.88359)  -0.344
F (3.44342, -2.03975, -1.75212)  -0.305
P (-2.06621, -0.21602, 1.17680)  1.440
N (-1.99340, -1.76588, 1.66853)  -1.331
H (-1.57248, 4.06159, 3.15985)  0.214
H (-2.91468, 2.74400, 2.28807)  0.197
H (-0.16345, 4.03166, 0.89740)  0.258
H (-1.80259, 3.28605, -1.21764)  0.251
H (-2.89457, 2.23483, -0.09922)  0.212
H (-1.55763, 1.12962, -3.03852)  0.232
H (-2.80348, 0.61414, -1.71430)  0.138
H (-0.99129, -2.06878, -3.60466)  0.466
H (0.91643, 1.57691, 1.27140)  0.241
H (0.32861, 0.05731, 2.21963)  0.192
H (2.09236, -0.27526, -0.47634)  0.289
H (2.88984, 0.25809, 1.15076)  0.217
H (3.19725, -2.01217, 1.68304)  0.235
H (1.37211, -2.04015, 2.19377)  0.256
H (-2.26246, 0.64030, 2.34851)  -0.070
H (-3.25911, -0.05575, 0.35488)  -0.048
H (-1.05513, -2.10139, 1.33240)  0.367

Atoms 1-6, force components in eV/Å:
C 2.103 -0.484 -3.723
C -2.347 0.008 3.488
C 0.391 1.535 -0.271
C -0.658 -0.028 -2.345
C -1.104 0.929 -0.097
O 1.640 3.236 4.758

Computed properties:
DFT total energy = -1680.12375 hartree
M = 367.231 u
Strongest force on any atom = 0.150 Eh/bohr
HOMO level = -4.72 eV
Structure (SMILES) = C=CC[C@@](COO)(C(=O)[O-])N(CCCC(F)(F)C(F)(F)F)[PH2]=N
HOMO-LUMO gap = 7.73 eV
Net charge = -1

***

Molecular formula: C11H17IN2PdS2
Method: DFT, ωB97M-V/def2-TZVPD

Last column: Mulliken spin population.
CARTESIAN COORDINATES (ANGSTROEM)
C (-0.18611, -1.39443, -2.92591)  0.124
C (0.91625, 0.95855, -3.16837)  0.447
H (0.82246, -1.86185, -3.19898)  0.012
H (-0.81408, -0.86270, -3.80747)  -0.007
H (-0.80899, -1.73407, -2.00958)  0.043
H (1.04270, 1.73856, -2.30037)  0.030
H (1.83353, 0.28672, -3.55596)  0.006
H (0.04614, 1.11100, -3.94887)  0.005
Pd (0.27911, -0.00093, -1.68237)  0.759
C (-1.60168, 0.86047, -1.78751)  0.676
H (-1.48134, 1.95789, -1.80142)  0.001
H (-2.11834, 0.51653, -0.86647)  -0.037
H (-2.07633, 0.48997, -2.71686)  0.004
I (1.94735, -1.60744, -0.16742)  0.873
C (1.93351, 3.32498, -1.18761)  0.026
C (1.30670, 2.69312, 0.01026)  0.091
N (0.66149, 1.56780, 0.08081)  -0.036
C (0.18798, 1.33945, 1.38778)  0.057
C (0.54084, 2.35410, 2.30173)  0.203
S (1.39711, 3.63190, 1.52773)  0.057
C (-0.48988, 0.13664, 1.80834)  0.165
C (-0.46224, -0.42767, 3.08263)  0.273
S (-1.04768, -2.05217, 3.07495)  0.078
C (-1.38360, -1.85242, 1.33874)  0.109
N (-1.14601, -0.65946, 0.87901)  -0.016
C (-1.71678, -2.98903, 0.46525)  0.021
H (1.14540, 3.68723, -1.86355)  0.006
H (2.52783, 4.19273, -0.86518)  0.003
H (2.61409, 2.61961, -1.69666)  0.000
H (0.27412, 2.31837, 3.34232)  0.005
H (-0.05726, 0.08408, 3.96176)  0.001
H (-2.21755, -3.75992, 1.05809)  0.002
H (-2.37672, -2.63147, -0.33448)  0.006
H (-0.78311, -3.38247, 0.03015)  0.013

Atoms 1-6, force components in eV/Å:
C -0.184 1.011 -2.476
C 1.616 -0.263 -4.395
H -2.134 -0.104 0.137
H 1.447 -2.147 1.923
H 0.713 -0.318 -1.591
H -0.001 -1.119 -2.134

Computed properties:
DFT total energy = -1759.89109 hartree
M = 474.729 u
Strongest force on any atom = 0.098 Eh/bohr
HOMO level (alpha / beta) = -13.02 / -16.03 eV
HOMO-LUMO gap (alpha / beta) = 5.60 / 5.53 eV
2S+1 = 5
Energy relative to the best compared isomer or geometry (same formula, charge and spin) = 5.1052 eV
Net charge = +2

***

Molecular formula: C11H17IO
Method: DFT, ωB97M-V/def2-TZVPD

Last column: natural (NBO) charge in e.
CARTESIAN COORDINATES (ANGSTROEM)
C (-1.17843, 2.95938, -0.20984)  -0.525
C (-3.36357, 1.15327, 2.10492)  -0.535
C (-1.32526, 1.68793, -0.41745)  0.214
C (-3.22393, 0.73919, 0.87903)  -0.211
C (2.65769, -1.70520, 0.25340)  -0.396
C (1.44071, -2.47307, -0.25192)  -0.392
C (2.21214, -0.49928, 1.07212)  -0.391
C (0.55290, -1.56476, -1.09518)  -0.401
C (1.32135, 0.41540, 0.23813)  -0.411
C (0.10434, -0.34370, -0.29226)  -0.213
C (-0.77428, 0.56470, -1.17948)  -0.038
O (-0.00060, 1.02338, -2.28057)  -0.711
I (-4.28072, -0.61605, -0.26464)  0.185
H (-0.37244, 3.53009, -0.66165)  0.228
H (-1.83069, 3.51790, 0.44174)  0.233
H (-4.14878, 0.82340, 2.77468)  0.215
H (-2.67268, 1.87466, 2.51433)  0.222
H (3.28831, -2.35974, 0.85990)  0.205
H (3.24844, -1.36532, -0.60022)  0.194
H (1.76059, -3.33147, -0.84643)  0.207
H (0.86822, -2.84898, 0.60034)  0.192
H (1.65731, -0.84120, 1.94963)  0.192
H (3.08278, 0.05826, 1.42462)  0.206
H (1.10562, -1.21480, -1.96832)  0.211
H (-0.32130, -2.11818, -1.44542)  0.206
H (0.98577, 1.26180, 0.84409)  0.212
H (1.88620, 0.80738, -0.60959)  0.210
H (-0.51058, -0.66896, 0.55533)  0.216
H (-1.61301, -0.04896, -1.55794)  0.199
H (-0.55610, 1.58294, -2.83135)  0.476

Atoms 1-6, force components in eV/Å:
C 0.122 0.437 0.083
C -0.221 0.068 0.494
C -2.788 -1.295 1.814
C 2.663 1.007 -2.407
C -0.150 -0.156 0.281
C 0.160 0.076 -0.231

Computed properties:
DFT total energy = -802.11012 hartree
M = 292.160 u
Strongest force on any atom = 0.073 Eh/bohr
HOMO level (alpha / beta) = -8.38 / -8.38 eV
HOMO-LUMO gap (alpha / beta) = 8.18 / 8.19 eV
Energy relative to the best compared isomer or geometry (same formula, charge and spin) = 1.6623 eV
Net charge = 0

***

Molecular formula: C11H17N10OPPm
Method: DFT, ωB97M-V/def2-TZVPD

Last column: Mulliken spin population.
CARTESIAN COORDINATES (ANGSTROEM)
Pm (-0.29881, -1.04351, -0.91396)  4.028
O (2.08495, -0.50948, -1.12268)  -0.001
C (2.74331, 0.71372, -1.43504)  -0.001
C (1.69712, 1.78873, -1.35655)  0.000
C (2.05457, 3.12547, -1.44535)  0.000
C (1.06328, 4.08492, -1.37588)  0.000
C (-0.25681, 3.68948, -1.21637)  -0.001
C (-0.53360, 2.33918, -1.14019)  -0.001
N (0.42710, 1.39773, -1.20750)  0.000
H (2.60872, -1.32308, -1.22163)  -0.001
H (3.17716, 0.65248, -2.43467)  0.000
H (3.54551, 0.89573, -0.71793)  0.000
H (3.08918, 3.41730, -1.56968)  0.000
H (1.30920, 5.13641, -1.44442)  0.000
H (-1.06585, 4.40306, -1.16128)  0.000
H (-1.54802, 1.98419, -1.03320)  -0.002
N (-2.30255, -3.51385, -1.68847)  0.001
C (-2.61318, -2.11769, -1.66229)  -0.003
N (-2.94908, -1.46183, -0.53895)  -0.002
N (-2.72951, -0.16792, -0.82040)  -0.004
N (-2.26454, -0.05692, -2.04705)  0.005
N (-2.18337, -1.28119, -2.61292)  0.000
C (-0.97498, -3.62422, -1.16202)  -0.006
N (-0.71047, -3.61971, 0.14640)  0.001
N (0.60907, -3.33653, 0.22900)  0.000
N (1.09042, -3.15524, -0.97190)  -0.002
N (0.10481, -3.32248, -1.89400)  -0.004
H (-2.94990, -4.02464, -1.09783)  0.000
C (-0.14421, -1.68247, 3.13533)  -0.001
P (-0.20710, -0.31051, 1.96065)  -0.003
C (1.25510, 0.71379, 2.29632)  -0.002
C (-1.61970, 0.68760, 2.50050)  -0.001
H (-0.13075, -1.32463, 4.16640)  0.000
H (0.73886, -2.29127, 2.94691)  0.000
H (-1.02193, -2.31317, 2.99175)  0.000
H (1.28705, 1.01006, 3.34700)  0.000
H (1.22424, 1.61451, 1.68117)  0.000
H (2.16893, 0.16577, 2.06584)  0.000
H (-1.52126, 0.96567, 3.55150)  0.000
H (-2.52909, 0.10010, 2.36853)  0.000
H (-1.72386, 1.59438, 1.90483)  0.000

Atoms 1-6, force components in eV/Å:
Pm 1.287 0.827 0.521
O -0.352 -0.742 0.094
C 0.038 -0.240 0.034
C 0.070 0.180 -0.039
C 0.009 -0.009 -0.009
C -0.116 0.147 0.013

Computed properties:
DFT total energy = -2001.69596 hartree
M = 481.300 u
Strongest force on any atom = 0.031 Eh/bohr
HOMO level (alpha / beta) = -12.90 / -12.85 eV
HOMO-LUMO gap (alpha / beta) = 9.36 / 9.57 eV
2S+1 = 5
Energy relative to the best compared isomer or geometry (same formula, charge and spin) = 0.0000 eV
Net charge = +1